Entry 1:
{
  "formula": "C27H28Br66FI2N4",
  "method": "ωB97M-V/def2-TZVPD",
  "symbols": ["C", "C", "I", "C", "I", "N", "C", "N", "C", "N", "F", "N", "H", "H", "H", "H", "H", "H", "C", "Br", "Br", "Br", "H", "C", "Br", "Br", "Br", "H", "C", "Br", "Br", "Br", "H", "C", "Br", "Br", "Br", "H", "C", "Br", "Br", "Br", "H", "C", "Br", "Br", "Br", "H", "C", "Br", "Br", "Br", "H", "C", "Br", "Br", "Br", "H", "C", "Br", "Br", "Br", "H", "C", "Br", "Br", "Br", "H", "C", "Br", "Br", "Br", "H", "C", "Br", "Br", "Br", "H", "C", "Br", "Br", "Br", "H", "C", "Br", "Br", "Br", "H", "C", "Br", "Br", "Br", "H", "C", "Br", "Br", "Br", "H", "C", "Br", "Br", "Br", "H", "C", "Br", "Br", "Br", "H", "C", "Br", "Br", "Br", "H", "C", "Br", "Br", "Br", "H", "C", "Br", "Br", "Br", "H", "C", "Br", "Br", "Br", "H"],
  "coordinates": [[-2.18838, 0.33669, 0.68822], [-3.58961, 1.07229, 0.57985], [-3.75040, 2.56644, -1.00891], [-4.63685, 0.76681, 1.46614], [-4.53654, -0.75960, 3.04138], [-5.93786, 1.48910, 1.40925], [-6.05002, 2.91690, 1.59653], [-7.43313, 3.24137, 1.50080], [-8.12100, 1.99223, 1.29581], [-9.46839, 1.87502, 1.20214], [-9.94819, 0.61324, 1.02840], [-7.16006, 0.92908, 1.23181], [-2.14410, -0.65892, 0.14774], [-1.37270, 1.07227, 0.35209], [-1.95361, 0.11994, 1.79222], [-5.16377, 3.61258, 1.76643], [-10.06905, 2.70228, 1.29795], [-7.33920, -0.07636, 1.10304], [-0.34184, -2.00528, -2.27913], [-2.19834, -2.51578, -2.50190], [-0.02433, -0.18569, -2.87446], [0.27188, -2.29002, -0.46171], [0.24742, -2.66107, -2.91814], [3.51362, -1.31468, -2.39358], [4.24772, 0.08254, -3.51580], [4.00136, -3.07933, -3.02798], [3.97412, -1.06169, -0.52807], [2.43045, -1.24086, -2.46576], [-0.74536, 0.95614, 5.01555], [-1.80162, 2.22316, 3.99309], [-1.54981, 0.57439, 6.73673], [-0.38698, -0.66311, 4.00907], [0.21557, 1.42820, 5.21039], [-3.76049, 4.24151, 6.81741], [-5.62353, 3.77187, 6.55115], [-3.37822, 6.04290, 6.21060], [-3.20277, 3.96562, 8.65287], [-3.17106, 3.56586, 6.20049], [7.67530, -0.94177, 1.69189], [7.98410, -1.92201, 0.04795], [9.24875, -0.92024, 2.82415], [7.00909, 0.84777, 1.35179], [6.89760, -1.47228, 2.23745], [1.66879, -6.27777, -1.49465], [0.19533, -6.70156, -0.30587], [2.83858, -7.79665, -1.77976], [1.04358, -5.52901, -3.17019], [2.26252, -5.50875, -1.00384], [-0.45039, -1.60383, -7.24903], [-2.22700, -2.35487, -7.43341], [-0.47662, 0.33448, -7.28536], [0.45709, -2.28013, -5.67464], [0.12512, -1.93133, -8.11286], [5.36233, 4.01586, -4.51855], [3.51956, 3.48212, -4.80490], [5.67767, 5.84234, -5.08495], [5.91974, 3.72213, -2.68523], [5.97971, 3.37615, -5.14579], [3.20811, -1.00527, -8.79273], [3.89419, 0.37736, -9.96521], [3.68225, -2.78069, -9.40597], [3.73796, -0.72445, -6.95041], [2.12254, -0.93841, -8.82397], [5.62064, 0.73864, 5.12579], [6.90602, -0.25549, 6.17986], [4.78767, -0.37073, 3.77087], [4.30435, 1.62168, 6.24259], [6.17112, 1.51902, 4.60364], [1.66833, -11.87626, -1.55270], [1.68569, -11.24358, 0.28123], [0.21980, -11.08806, -2.57295], [3.38313, -11.62223, -2.42336], [1.48624, -12.94811, -1.51718], [-0.74199, 6.64062, 2.72822], [-2.54451, 5.95121, 2.51296], [-0.70337, 8.57537, 2.66330], [0.10902, 5.95423, 4.32909], [-0.16050, 6.28252, 1.88134], [-13.47635, -0.56341, 0.80330], [-14.54556, 0.70279, -0.20232], [-14.26710, -0.96558, 2.52680], [-13.11473, -2.17165, -0.21722], [-12.51799, -0.08746, 0.99644], [4.90180, 0.05420, 10.48958], [6.27190, 1.42446, 10.43674], [3.13157, 0.79366, 10.20563], [5.28348, -1.39197, 9.25656], [4.91295, -0.36944, 11.49138], [5.99055, -10.86559, 1.01417], [4.91611, -9.60241, 0.00888], [5.17872, -11.30153, 2.72010], [6.39206, -12.45559, -0.02034], [6.93883, -10.37770, 1.22825], [-9.89432, 2.79674, -2.63430], [-11.75432, 2.31996, -2.88880], [-9.52061, 4.60306, -3.23539], [-9.33090, 2.51268, -0.78831], [-9.30496, 2.12562, -3.25794], [-2.40021, -10.61020, 1.55992], [-1.63580, -9.23111, 0.42945], [-1.94736, -12.38926, 0.93704], [-1.92688, -10.35659, 3.42303], [-3.48159, -10.51573, 1.49050], [1.19025, 5.96616, -4.37785], [1.50737, 6.91954, -6.03562], [1.63076, 7.04787, -2.83161], [-0.61867, 5.27184, -4.28023], [1.86116, 5.10962, -4.36942], [-0.03368, 11.01622, -2.13876], [-1.73232, 11.89090, -2.46761], [-0.06524, 9.97097, -0.50521], [0.54086, 9.95296, -3.65417], [0.70718, 11.80094, -2.00176], [0.85317, -5.88704, -7.32697], [-0.90100, -6.33007, -6.62992], [2.19782, -7.16175, -6.75737], [0.83141, -5.67441, -9.25492], [1.12912, -4.92290, -6.90381], [11.32997, 0.15753, -0.81954], [12.46141, 1.57414, -0.13337], [10.19396, 0.77826, -2.26306], [12.35937, -1.40239, -1.33385], [10.67353, -0.14796, -0.00672], [-0.48288, 11.48657, 6.02735], [-0.94117, 12.77553, 7.40021], [1.39270, 11.00010, 6.09150], [-1.63267, 9.92642, 6.09166], [-0.65413, 11.96896, 5.06750]],
  "atomic_forces_ev_per_a": [[0.06, 1.02, 0.87], [-0.88, -1.36, 1.61], [0.01, -1.12, 1.16], [0.75, 0.44, -1.61], [-0.10, 1.21, -1.26], [2.73, 3.29, 0.70], [-4.26, -3.36, -0.91], [1.85, -3.27, 0.17], [4.88, 0.33, 1.94], [2.15, -0.73, 4.71], [-0.13, 0.60, 0.33], [-2.96, 2.43, 0.17], [-0.24, 1.40, 0.31], [-1.21, -1.34, 0.19], [-0.55, 0.31, -1.60], [-1.52, -1.23, -0.27], [-0.23, -1.05, 0.58], [0.46, 0.73, 0.14], [-0.09, 0.00, -0.04], [0.36, 0.12, 0.06], [-0.16, -0.12, 0.35], [-0.07, 0.01, -0.33], [-0.14, 0.07, 0.17], [-0.01, -0.08, 0.01], [-0.15, -0.27, 0.31], [-0.06, 0.30, 0.11], [0.00, 0.02, -0.33], [0.30, 0.04, 0.03], [0.11, -0.11, 0.17], [0.12, -0.09, 0.11], [0.08, 0.11, -0.41], [-0.07, 0.28, 0.21], [-0.22, -0.09, -0.09], [0.18, 0.00, 0.03], [0.28, 0.08, 0.02], [-0.16, -0.34, 0.21], [-0.16, 0.07, -0.37], [-0.14, 0.14, 0.15], [-0.03, -0.12, 0.00], [0.01, 0.25, 0.27], [-0.25, 0.05, -0.28], [0.36, -0.20, -0.14], [0.18, 0.16, -0.10], [0.17, 0.11, 0.15], [0.45, 0.26, -0.33], [-0.47, 0.34, -0.14], [-0.06, -0.19, 0.17], [-0.15, -0.14, -0.13], [-0.16, 0.01, -0.12], [0.39, 0.16, 0.09], [0.06, -0.35, 0.07], [-0.05, -0.14, -0.42], [-0.13, 0.01, 0.21], [0.25, 0.13, 0.03], [0.49, -0.24, -0.07], [-0.15, -0.37, 0.15], [-0.16, 0.05, -0.35], [-0.19, 0.13, 0.13], [-0.03, 0.01, -0.03], [-0.11, -0.28, 0.25], [-0.08, 0.30, 0.13], [-0.04, 0.00, -0.30], [0.26, 0.06, -0.02], [0.20, 0.09, 0.03], [-0.26, 0.22, -0.33], [-0.18, 0.02, 0.46], [0.20, -0.22, -0.16], [-0.14, -0.20, 0.07], [-0.03, -0.05, 0.05], [-0.01, -0.13, -0.37], [0.28, -0.08, 0.18], [-0.46, -0.13, -0.03], [0.05, 0.26, -0.01], [0.28, 0.02, -0.05], [0.21, 0.10, -0.02], [-0.06, -0.46, 0.04], [-0.20, 0.16, -0.28], [-0.18, 0.06, 0.19], [0.02, 0.02, 0.02], [0.18, -0.25, 0.19], [0.14, 0.07, -0.35], [-0.08, 0.30, 0.18], [-0.25, -0.13, -0.06], [0.07, -0.05, 0.07], [-0.28, -0.25, -0.06], [0.30, -0.11, 0.00], [-0.16, 0.26, 0.30], [-0.02, 0.12, -0.24], [0.11, 0.02, -0.03], [0.50, -0.08, 0.52], [0.09, 0.07, -0.34], [-0.11, 0.27, 0.21], [-0.23, -0.13, -0.05], [0.42, 0.22, -0.75], [0.43, 0.08, 0.25], [-0.07, -0.31, 0.15], [-1.37, 1.56, -6.96], [-0.18, 0.17, 0.07], [-0.15, -0.02, -0.04], [-0.24, -0.48, 0.30], [-0.10, 0.34, 0.12], [-0.02, -0.05, -0.35], [0.27, -0.04, 0.04], [0.05, 0.08, 0.10], [-0.10, -0.14, 0.34], [0.16, -0.93, -0.12], [0.23, 0.12, -0.02], [-0.32, 0.42, 0.02], [0.08, 0.14, -0.19], [0.29, -0.21, 0.09], [-0.04, 0.12, -0.29], [-0.40, 0.87, 0.15], [-0.19, -0.19, -0.01], [0.10, 0.04, 0.04], [0.31, 0.08, -0.12], [-0.28, 0.22, -0.13], [-0.05, -0.05, 0.37], [-0.06, -0.22, -0.10], [-0.04, -0.03, 0.09], [-0.20, -0.27, -0.16], [0.21, -0.10, 0.24], [-0.20, 0.32, 0.07], [0.14, 0.06, -0.19], [0.02, 0.10, -0.05], [0.10, -0.29, -0.25], [-0.36, 0.05, 0.01], [0.17, 0.26, 0.12], [0.04, -0.12, 0.24]],
  "lowdin_charge": [-0.2041, -0.6713, 0.8578, -0.6690, 0.8581, -0.1595, 0.0013, 0.1247, -0.3944, -0.2606, 0.0236, 0.1596, 0.0411, 0.0844, -0.0319, 0.1461, 0.1483, 0.1845, -1.6117, 0.5852, 0.5768, 0.5914, -0.1229, -1.5994, 0.5358, 0.5797, 0.5444, -0.1248, -1.5577, 0.5615, 0.5924, 0.5863, -0.0220, -1.6172, 0.5452, 0.5349, 0.5710, -0.1025, -1.6099, 0.5727, 0.5805, 0.5249, -0.0783, -1.5571, 0.5411, 0.5560, 0.5463, -0.0321, -1.5724, 0.5915, 0.5897, 0.5697, -0.0373, -1.5729, 0.6204, 0.5896, 0.5677, -0.0210, -1.6183, 0.5832, 0.5706, 0.5141, -0.0662, -1.5796, 0.5529, 0.5592, 0.5545, -0.0310, -1.5595, 0.5179, 0.5496, 0.5322, -0.0212, -1.5698, 0.5054, 0.5421, 0.5559, -0.0217, -1.6317, 0.5556, 0.5726, 0.5632, -0.0634, -1.6044, 0.5611, 0.5403, 0.5357, -0.0275, -1.5828, 0.4682, 0.5615, 0.5591, -0.0271, -1.5327, 0.5840, 0.5804, 0.9746, -0.0237, -1.5914, 0.4859, 0.5558, 0.5657, -0.0285, -1.6250, 0.5612, 0.5117, 0.5463, -0.1775, -1.5933, 0.5704, 0.5211, 0.5266, -0.0245, -1.6240, 0.5418, 0.5658, 0.5527, -0.0821, -1.6297, 0.5621, 0.5365, 0.5604, -0.0826, -1.6186, 0.5724, 0.5599, 0.5212, -0.0275],
  "homo_lumo_gap_ev": 7.1,
  "total_charge": 1
}

=====

Entry 2:
{
  "formula": "C27H28CaN10O5",
  "method": "ωB97M-V/def2-TZVPD",
  "symbols": ["Ca", "O", "C", "N", "C", "C", "C", "C", "C", "C", "N", "C", "O", "C", "C", "C", "C", "C", "N", "C", "C", "C", "C", "C", "N", "H", "H", "H", "H", "H", "H", "H", "H", "H", "H", "H", "H", "N", "C", "C", "O", "N", "C", "C", "O", "O", "H", "H", "H", "H", "H", "H", "C", "C", "C", "C", "N", "C", "N", "N", "N", "H", "H", "H", "H", "H", "H", "H", "H", "H", "H"],
  "coordinates": [[0.69726, -0.03482, -0.10683], [1.68377, -0.44432, -4.59355], [1.13469, -0.23698, -3.49139], [0.97608, -1.01698, -2.43021], [1.34826, -2.37973, -2.46070], [1.79792, -3.05549, -3.60657], [2.10713, -4.40969, -3.59109], [1.98365, -5.13418, -2.41765], [1.53318, -4.49520, -1.27263], [1.20519, -3.13730, -1.26126], [0.79196, -2.49573, -0.08215], [0.02452, -3.15118, 0.79360], [-0.49457, -4.27497, 0.74499], [-0.24758, -2.32925, 2.04673], [0.80012, -1.78749, 2.78202], [0.52169, -1.09944, 3.95042], [-0.79904, -0.95540, 4.33689], [-1.78002, -1.50086, 3.52091], [-1.52754, -2.18742, 2.41419], [0.54711, 1.16904, -3.35979], [1.10238, 2.16382, -4.16913], [0.58567, 3.44105, -4.12716], [-0.49900, 3.69111, -3.29630], [-0.98372, 2.64626, -2.52983], [-0.47609, 1.41331, -2.54145], [1.90868, -2.49087, -4.51575], [2.44878, -4.88760, -4.50378], [2.22705, -6.19127, -2.38475], [1.40561, -5.04983, -0.35458], [1.81314, -1.88885, 2.41851], [1.32554, -0.65143, 4.52174], [-1.07472, -0.39988, 5.22410], [-2.82887, -1.36817, 3.77253], [1.93034, 1.88852, -4.80496], [1.02075, 4.23275, -4.72644], [-0.95304, 4.67181, -3.22448], [-1.80971, 2.82306, -1.84880], [-1.86901, -0.41154, -0.25064], [-2.56980, 0.81885, 0.11787], [-1.78010, 1.73075, 1.06963], [-2.33345, 2.80666, 1.41176], [-0.59787, 1.26621, 1.40757], [0.17633, 2.01758, 2.36695], [1.69728, 1.86133, 2.16112], [2.41894, 2.77682, 2.60064], [2.09420, 0.80535, 1.58150], [-2.17953, -0.75798, -1.14869], [-2.01723, -1.13843, 0.44360], [-3.54506, 0.64399, 0.58938], [-2.77092, 1.38591, -0.79021], [-0.01791, 1.64492, 3.38342], [-0.08994, 3.07838, 2.39716], [3.21042, 6.13853, 1.63311], [1.73410, 6.44643, 1.39773], [0.87514, 5.80249, 2.48073], [1.28847, 6.04293, -0.00937], [1.60086, 4.67435, -0.38017], [0.89766, 3.54661, -0.25352], [1.59416, 2.56720, -0.78051], [2.73357, 3.11870, -1.23715], [2.75166, 4.37772, -1.00899], [3.53268, 6.57013, 2.58317], [3.84193, 6.53896, 0.83705], [3.36369, 5.05943, 1.69234], [1.58651, 7.53463, 1.42525], [1.10435, 4.73606, 2.56124], [-0.19257, 5.93280, 2.28875], [1.10447, 6.24891, 3.45175], [1.78389, 6.66695, -0.75452], [0.20994, 6.16785, -0.11872], [-0.07681, 3.47023, 0.20597]],
  "atomic_forces_ev_per_a": [[-0.11, -0.12, -0.49], [-0.02, -0.05, -0.01], [0.00, -0.05, 0.01], [0.09, -0.03, 0.22], [-0.04, 0.01, -0.04], [0.04, 0.01, 0.01], [-0.01, 0.00, 0.04], [0.01, 0.01, -0.01], [0.00, 0.02, 0.03], [-0.01, -0.01, -0.10], [-0.05, 0.17, 0.10], [0.00, 0.13, -0.01], [0.05, -0.04, -0.06], [-0.10, -0.09, 0.04], [0.05, 0.00, 0.00], [0.02, 0.02, -0.03], [-0.02, 0.01, -0.02], [0.00, 0.04, 0.05], [0.03, 0.00, -0.01], [0.02, 0.03, -0.03], [-0.01, -0.01, 0.01], [0.01, -0.01, 0.01], [-0.02, -0.01, 0.01], [-0.05, 0.02, -0.02], [0.01, -0.03, 0.01], [-0.01, 0.02, -0.02], [0.00, 0.00, 0.00], [0.00, 0.00, -0.01], [0.01, -0.01, -0.01], [0.00, 0.01, 0.00], [0.00, 0.00, 0.01], [0.00, 0.00, 0.00], [0.00, -0.01, -0.01], [0.00, 0.01, 0.00], [0.00, 0.00, 0.00], [0.00, 0.00, -0.01], [-0.02, -0.02, 0.03], [0.04, 0.03, 0.15], [0.00, 0.00, 0.00], [-0.08, -0.06, -0.01], [0.03, 0.06, -0.05], [0.10, -0.07, 0.04], [-0.03, 0.04, 0.11], [0.04, 0.07, 0.08], [-0.02, 0.02, 0.01], [-0.06, -0.03, -0.05], [0.09, -0.01, -0.02], [-0.05, 0.00, -0.03], [0.02, -0.01, 0.02], [-0.03, 0.02, -0.02], [-0.03, 0.02, 0.02], [0.02, -0.04, -0.04], [-0.01, 0.01, 0.00], [-0.01, 0.01, 0.01], [0.06, -0.03, 0.03], [0.01, 0.00, -0.04], [0.00, -0.03, -0.06], [0.07, 0.05, 0.06], [-0.05, -0.08, 0.08], [0.05, -0.01, 0.01], [0.00, 0.04, -0.01], [0.00, 0.00, 0.00], [0.00, 0.00, -0.01], [0.00, -0.02, 0.01], [0.00, -0.01, 0.00], [0.00, 0.04, -0.01], [-0.01, -0.02, -0.01], [-0.01, 0.00, -0.01], [0.00, -0.01, 0.01], [-0.01, 0.00, 0.02], [-0.01, 0.01, 0.03]],
  "lowdin_charge": [1.3493, -0.0458, -0.5043, 0.0154, -0.2047, -0.0440, -0.1422, -0.1398, -0.0520, -0.2278, -0.0095, -0.5384, -0.0176, -0.2293, -0.0342, -0.0801, -0.0932, -0.1568, 0.1096, -0.2080, -0.0253, -0.0849, -0.0944, -0.1724, 0.1127, 0.0752, 0.0771, 0.0780, 0.0938, 0.1119, 0.1097, 0.0916, 0.0956, 0.1073, 0.0957, 0.0916, 0.0917, -0.0407, -0.2030, -0.6192, -0.0870, -0.0805, -0.1873, -0.7119, -0.0522, -0.1935, 0.0771, 0.0467, 0.1056, 0.0784, 0.1085, 0.0796, -0.0822, -0.4147, -0.0711, -0.1215, -0.0871, -0.1400, 0.0283, 0.0073, 0.0537, 0.0732, 0.0692, 0.0675, 0.1231, 0.0485, 0.0798, 0.0767, 0.1176, 0.1255, 0.1242],
  "de_lowest_kcal_mol": 0.00,
  "homo_lumo_gap_ev": 6.0,
  "total_charge": -2
}

=====

For reference, HOMO level by record: -11.02, -1.71 eV.
For reference, LUMO level by record: -3.90, 4.34 eV.